[1]
DFT (wB97M-V/def2-TZVPD) results for a molecular structure, C39H43ClFeGeI2N2O2PS2.

Cartesian coordinates (Å):
Fe -1.449 0.998 0.565
Cl -3.305 2.463 -0.097
C -4.718 1.497 0.337
C -5.892 2.130 0.678
C -6.974 1.331 1.034
C -6.856 -0.050 1.050
C -5.658 -0.661 0.699
C -4.566 0.115 0.330
P -2.975 -0.560 -0.233
C -2.926 -2.289 0.270
C -2.268 -2.700 1.427
C -2.316 -4.028 1.822
C -3.009 -4.954 1.060
C -3.656 -4.557 -0.104
C -3.617 -3.231 -0.500
C -3.188 -0.565 -2.040
C -4.209 0.153 -2.656
C -4.326 0.146 -4.040
C -3.435 -0.578 -4.814
C -2.420 -1.307 -4.203
C -2.295 -1.300 -2.824
H -5.966 3.209 0.674
H -7.909 1.800 1.308
H -7.701 -0.661 1.338
H -5.571 -1.739 0.714
H -1.697 -1.998 2.019
H -1.799 -4.335 2.721
H -3.043 -5.991 1.368
H -4.193 -5.280 -0.703
H -4.122 -2.930 -1.410
H -4.929 0.713 -2.075
H -5.125 0.705 -4.510
H -3.534 -0.585 -5.892
H -1.731 -1.888 -4.803
H -1.502 -1.859 -2.347
C 5.016 1.581 -3.344
C 5.022 0.157 -2.800
C 4.581 0.059 -1.339
C 3.119 0.476 -1.132
Ge 2.649 0.402 0.750
C 2.838 2.069 1.724
C 4.306 2.517 1.718
C 4.507 3.837 2.456
C 5.960 4.291 2.450
H 5.422 1.613 -4.354
H 5.627 2.239 -2.722
H 4.007 1.998 -3.390
H 6.029 -0.256 -2.883
H 4.375 -0.478 -3.412
H 5.245 0.680 -0.727
H 4.712 -0.969 -0.990
H 2.451 -0.177 -1.696
H 2.949 1.499 -1.478
H 3.276 -0.798 1.470
H 2.476 1.946 2.747
H 2.222 2.832 1.243
H 4.657 2.631 0.686
H 4.936 1.750 2.177
H 4.154 3.727 3.486
H 3.876 4.603 1.992
H 6.601 3.553 2.936
H 6.083 5.235 2.979
H 6.324 4.429 1.430
I -0.964 1.500 3.526
C -2.417 0.680 2.230
H -3.297 1.308 2.309
H -2.643 -0.317 2.588
I -0.360 1.320 -2.266
C 0.198 2.884 -1.019
C 0.968 3.941 -1.468
C 1.168 5.009 -0.607
C 0.580 4.979 0.649
C -0.151 3.869 1.020
N -0.328 2.812 0.208
H 1.373 3.935 -2.470
H 1.759 5.859 -0.923
H 0.688 5.802 1.341
H -0.611 3.806 1.994
O 0.136 -4.425 -0.763
S 0.891 -3.340 -1.747
O 2.189 -3.903 -0.913
N 0.567 -1.945 -1.160
C 0.667 -1.898 0.238
S 0.438 -0.319 1.021
C 1.004 -2.973 0.984
C 1.152 -3.027 2.427
C 1.489 -4.172 3.031
C 1.720 -5.397 2.260
C 1.613 -5.444 0.931
C 1.255 -4.236 0.179
H 0.992 -2.122 2.999
H 1.605 -4.212 4.105
H 1.989 -6.294 2.802
H 1.792 -6.343 0.356

Maximum force in eV/A: 0.48
E in Ha: -7305.2469
LUMO energy (alpha / beta) in eV: -6.500 / -5.875
Highest occupied orbital energy (alpha / beta) in Ha: -0.4689 / -0.4690
Multiplicity: 2
Total charge: +2
Expectation value of S²: 0.82

[2]
DFT (wB97M-V/def2-TZVPD) results for a molecular structure, C39H44AsClInN2O2P2 in a non-equilibrium geometry.

Cartesian coordinates (Å):
In 11.279 11.463 12.971
O 15.267 10.484 13.640
C 14.079 10.407 13.361
O 13.352 11.264 12.711
C 13.277 9.193 13.816
C 13.806 7.973 14.125
C 12.949 6.940 14.531
C 11.641 7.188 14.717
C 11.146 8.423 14.389
N 11.947 9.406 13.913
H 14.895 7.964 13.951
H 13.358 5.969 14.752
H 10.899 6.420 14.880
H 10.044 8.615 14.320
C 13.145 12.632 16.092
P 11.474 12.507 15.384
C 10.575 11.747 16.761
C 10.871 14.161 15.160
C 10.477 14.931 16.274
C 10.044 16.208 16.081
C 10.129 16.877 14.868
C 10.416 16.179 13.760
C 10.715 14.814 13.876
P 11.476 14.023 12.387
C 13.174 14.683 12.245
C 10.578 14.725 10.956
H 13.232 13.442 16.799
H 13.956 12.863 15.371
H 13.385 11.672 16.528
H 10.892 12.072 17.786
H 10.814 10.717 16.684
H 9.529 12.010 16.586
H 10.439 14.506 17.330
H 9.815 16.728 16.991
H 9.943 17.943 14.654
H 10.348 16.623 12.781
H 13.235 15.791 12.133
H 13.583 14.253 11.270
H 13.880 14.400 13.025
H 10.822 15.748 10.708
H 9.467 14.662 11.162
H 10.758 14.131 10.061
C 6.435 5.854 10.788
C 6.866 7.348 10.956
C 5.654 8.201 11.576
C 7.340 8.020 9.622
C 7.939 7.356 11.930
N 8.719 7.312 12.739
H 5.726 5.704 9.967
H 5.943 5.561 11.724
H 7.288 5.142 10.639
H 4.968 8.471 10.779
H 6.067 9.125 11.945
H 5.081 7.666 12.312
H 6.592 8.278 8.903
H 7.944 7.191 9.200
H 7.948 8.851 9.887
C 12.616 6.322 9.463
C 13.114 7.310 8.574
C 12.790 8.681 8.762
C 11.985 9.018 9.832
C 11.458 8.047 10.683
C 11.832 6.718 10.529
As 11.315 10.734 10.233
C 9.605 10.919 9.241
C 9.547 10.379 8.017
C 8.407 10.545 7.246
C 7.322 11.307 7.683
C 7.414 11.871 8.913
C 8.555 11.699 9.730
C 12.487 11.863 9.347
C 12.137 12.825 8.481
C 13.060 13.862 8.092
C 14.368 13.797 8.544
C 14.769 12.761 9.354
C 13.882 11.794 9.748
H 12.870 5.285 9.117
H 13.659 6.990 7.739
H 13.202 9.498 8.179
H 10.888 8.341 11.588
H 11.384 5.966 11.170
H 10.363 9.842 7.635
H 8.339 10.115 6.262
H 6.488 11.456 6.939
H 6.573 12.489 9.222
H 8.538 12.075 10.758
H 11.130 12.862 8.042
H 12.742 14.567 7.384
H 15.033 14.585 8.221
H 15.813 12.710 9.574
H 14.219 10.992 10.413
Cl 8.983 11.060 13.360

Maximum force in eV/A: 3.40
E in Ha: -5341.1892
LUMO energy in eV: -2.226
Highest occupied orbital energy in Ha: -0.4011
Total charge: +1